(one)
ORCA calculation (ωB97M-V/def2-TZVPD) on 2 unconnected molecules or ions with the total composition C5H15NO2.

Structure (ORCA input):
```
! RIJCOSX wB97M-V def2-TZVPD def2/J DEFGRID3
* xyz 0 1
C 1.006 -1.308 -1.741
N 0.941 -1.346 -0.259
C 0.181 -2.580 0.108
C 0.111 -0.180 0.171
C 1.066 1.033 0.117
C 0.363 2.392 0.259
O -0.596 2.350 1.351
H 1.318 -0.319 -2.102
H 1.644 -2.023 -2.272
H -0.018 -1.388 -2.087
H -0.519 -2.342 0.915
H -0.494 -2.868 -0.714
H 0.883 -3.353 0.377
H -0.176 -0.308 1.209
H -0.806 0.115 -0.340
H 1.866 0.996 0.872
H 1.476 1.078 -0.880
H -0.388 2.464 -0.542
H 0.977 3.267 0.377
H -0.211 2.099 2.193
O -2.650 0.502 0.770
H -2.430 1.391 1.086
H -3.544 0.331 1.131
*
```

## Properties
LUMO energy   0.8 eV
HOMO-LUMO gap   9.503 eV
HOMO energy   -8.733 eV
SMILES   CN(C)CCCO.O

(two)
ORCA calculation (ωB97M-V/def2-TZVPD) on 3 unconnected molecules or ions with the total composition C5H15NO2.

Structure (ORCA input):
```
! RIJCOSX wB97M-V def2-TZVPD def2/J DEFGRID3
* xyz 0 1
C -0.461 1.471 1.149
N 0.409 0.584 0.379
C 0.353 -0.777 0.908
C 0.853 -1.686 -0.233
C 0.690 -0.796 -1.482
C -0.120 0.405 -1.000
H -1.503 1.129 1.166
H -0.415 2.487 0.759
H -0.107 1.525 2.169
H -0.645 -1.099 1.223
H 0.995 -0.847 1.782
H 0.300 -2.599 -0.283
H 1.915 -1.880 -0.121
H 1.645 -0.500 -1.908
H 0.192 -1.310 -2.305
H 0.014 1.270 -1.641
H -1.150 0.068 -0.862
O 3.221 0.737 0.151
H 2.251 0.800 0.312
H 3.541 1.642 0.090
O -3.733 0.051 -0.245
H -4.634 0.214 0.057
H -3.611 -0.889 -0.067
*
```

## Properties
LUMO energy   0.6 eV
HOMO-LUMO gap   9.700 eV
HOMO energy   -9.130 eV
SMILES   CN1CCCC1.O.O

(three)
ORCA calculation (ωB97M-V/def2-TZVPD) on 3 unconnected molecules or ions with the total composition C5H15NO2.

Structure (ORCA input):
```
! RIJCOSX wB97M-V def2-TZVPD def2/J DEFGRID3
* xyz 0 1
C -2.666 1.448 -3.201
C -1.492 1.371 -2.273
C -1.504 0.852 -1.035
C -2.812 0.578 -0.302
N -0.332 0.515 -0.334
C -0.021 1.371 0.801
H -2.387 1.127 -4.197
H -3.478 0.810 -2.863
H -3.042 2.468 -3.314
H -0.505 1.569 -2.686
H -3.303 1.512 -0.034
H -2.527 0.129 0.652
H -3.418 -0.140 -0.845
H 0.464 0.445 -0.953
H 0.454 0.809 1.604
H 0.583 2.233 0.534
H -0.890 1.767 1.333
O 4.453 -2.103 1.481
H 5.004 -1.361 1.756
H 4.016 -2.341 2.312
O 4.282 -4.210 3.523
H 3.921 -4.757 4.232
H 5.200 -4.092 3.807
*
```

## Properties
LUMO energy   0.7 eV
HOMO-LUMO gap   8.660 eV
HOMO energy   -7.958 eV
SMILES   C/C=C(\C)NC.O.O

It is (one) that is the least stable of them.

(one)
ORCA calculation (ωB97M-V/def2-TZVPD) on 3 unconnected molecules or ions with the total composition C5H15NO2.

Structure (ORCA input):
```
! RIJCOSX wB97M-V def2-TZVPD def2/J DEFGRID3
* xyz 0 1
C -3.428 -2.517 -0.025
C -2.052 -2.440 -0.659
C -1.574 -1.275 -0.975
C -0.206 -0.939 -1.734
N 0.679 -0.161 -0.915
C 1.631 -0.397 0.100
H -4.117 -1.818 -0.528
H -3.287 -2.558 1.069
H -3.868 -3.518 -0.295
H -1.836 -3.395 -0.956
H -2.007 -0.371 -0.612
H -0.632 -0.407 -2.626
H 0.226 -1.978 -1.784
H 0.063 0.610 -0.698
H 1.241 -0.572 1.152
H 2.363 0.355 0.034
H 2.001 -1.502 0.024
O 4.276 2.822 2.053
H 3.592 2.294 1.576
H 4.009 2.852 3.045
O -0.257 3.317 0.967
H -0.869 3.173 1.687
H -0.001 4.258 0.917
*
```

## Properties
LUMO energy   0.5 eV
HOMO-LUMO gap   8.602 eV
HOMO energy   -8.060 eV
SMILES   C/C=C/CNC.O.O

(two)
ORCA calculation (ωB97M-V/def2-TZVPD) on 3 unconnected molecules or ions with the total composition C5H15NO2.

Structure (ORCA input):
```
! RIJCOSX wB97M-V def2-TZVPD def2/J DEFGRID3
* xyz 0 1
C 0.986 -0.497 1.977
C 0.635 -0.189 0.507
C 0.400 1.267 0.064
C -0.922 1.277 -0.781
C -1.065 -0.199 -1.039
N -0.653 -0.850 0.185
H 0.745 0.309 2.655
H 2.075 -0.679 2.050
H 0.549 -1.465 2.373
H 1.408 -0.637 -0.128
H 0.318 1.990 0.923
H 1.300 1.608 -0.514
H -1.813 1.712 -0.329
H -0.723 1.994 -1.585
H -0.443 -0.484 -1.936
H -2.093 -0.505 -1.295
H -0.468 -1.844 0.118
O -2.604 -1.345 1.840
H -1.807 -0.931 1.393
H -3.278 -0.718 2.117
O 2.181 -0.039 -2.628
H 2.406 -0.392 -3.495
H 2.867 0.618 -2.470
*
```

## Properties
LUMO energy   0.5 eV
HOMO-LUMO gap   9.554 eV
HOMO energy   -9.090 eV
SMILES   C[C@@H]1CCCN1.O.O

(three)
ORCA calculation (ωB97M-V/def2-TZVPD) on 3 unconnected molecules or ions with the total composition C5H15NO2.

Structure (ORCA input):
```
! RIJCOSX wB97M-V def2-TZVPD def2/J DEFGRID3
* xyz 0 1
C -1.952 1.029 2.080
C -1.200 -0.022 2.050
C 0.081 -0.161 1.331
C 0.077 -1.414 0.399
N -0.527 -1.020 -0.891
C 0.401 -1.448 -2.013
H -1.862 2.066 1.872
H -2.989 1.042 2.445
H -1.703 -0.989 2.441
H 0.101 0.731 0.784
H 0.996 -0.229 1.856
H 1.100 -1.756 0.176
H -0.507 -2.294 0.784
H -1.477 -1.074 -0.904
H -0.149 -1.498 -2.960
H 0.703 -2.518 -2.014
H 1.303 -0.846 -1.872
O 0.329 1.541 -1.507
H 0.182 0.760 -1.001
H -0.576 1.837 -1.705
O 2.469 2.042 -0.143
H 1.900 2.157 -0.834
H 3.300 2.066 -0.375
*
```

## Properties
LUMO energy   0.9 eV
HOMO-LUMO gap   9.783 eV
HOMO energy   -8.883 eV
SMILES   C=CCCNC.O.O

(four)
ORCA calculation (ωB97M-V/def2-TZVPD) on 3 unconnected molecules or ions with the total composition C5H15NO2.

Structure (ORCA input):
```
! RIJCOSX wB97M-V def2-TZVPD def2/J DEFGRID3
* xyz 0 1
C -3.479 -0.518 1.062
C -2.392 -1.030 0.427
C -0.988 -1.106 0.699
C -0.187 0.144 0.755
N -0.473 0.982 -0.402
C 0.502 2.153 -0.410
H -3.257 -0.107 2.065
H -4.445 -0.458 0.483
H -2.576 -1.555 -0.518
H -0.587 -1.785 -0.053
H -0.817 -1.723 1.616
H 0.873 -0.371 0.621
H -0.215 0.545 1.739
H -1.425 1.277 -0.398
H 0.829 2.261 0.690
H 1.407 1.907 -0.983
H 0.058 3.156 -0.697
O 1.726 -0.343 -2.140
H 1.021 -0.246 -1.463
H 1.234 -0.775 -2.869
O 4.330 -1.054 0.278
H 4.856 -0.268 0.078
H 4.002 -1.084 -0.579
*
```

## Properties
LUMO energy   0.8 eV
HOMO-LUMO gap   10.157 eV
HOMO energy   -9.388 eV
SMILES   C=CCCNC.O.O

It is (one) that is the least stable of them.

(one)
ORCA calculation (ωB97M-V/def2-TZVPD) on a single C3H4N2S molecule.

Structure (ORCA input):
```
! RIJCOSX wB97M-V def2-TZVPD def2/J DEFGRID3
* xyz 0 1
N 2.588 0.662 -1.386
C 1.789 0.156 -0.694
C 0.721 -0.597 0.056
N -0.711 -0.271 -0.157
C -1.343 0.610 0.613
S -2.858 1.199 0.382
H 0.902 -0.546 1.140
H 0.757 -1.616 -0.396
H -1.104 -0.485 -1.045
H -0.742 0.888 1.485
*
```

## Properties
LUMO energy   0.3 eV
HOMO-LUMO gap   9.176 eV
HOMO energy   -8.869 eV
SMILES   N#CCNC=S

(two)
ORCA calculation (ωB97M-V/def2-TZVPD) on a molecular structure, C3H4N2S.

Structure (ORCA input):
```
! RIJCOSX wB97M-V def2-TZVPD def2/J DEFGRID3
* xyz 0 1
C -2.018 0.663 0.059
C 1.554 -0.863 0.045
C 2.860 -0.134 0.125
H -2.939 0.075 -0.787
H -2.555 0.982 1.324
H -1.659 1.572 -0.527
H 1.328 -2.046 0.311
N 0.547 -0.041 -0.243
N 3.866 0.448 -0.175
S -0.985 -0.656 -0.132
*
```

## Properties
LUMO energy   -0.5 eV
HOMO-LUMO gap   8.316 eV
HOMO energy   -8.855 eV

It is (two) that is the least stable of them.